232
Properties=species:S:1:pos:R:3:forces:R:3 method="wB97M-V/def2-TZVPD" orbital_gap_ev=8.6 smiles=CCN(CC)CC.CCN(CC)CC.CCN(CC)CC.CCN(CC)CC.CCN(CC)CC.CCN(CC)CC.CCN(CC)CC.CCN(CC)CC.CCN(CC)CC.CCN(CC)CC.CCCC#N energy_ha=-3134.637733 molar_mass_g_mol=1081.04
C 15.606 17.145 16.465 -0.51 -0.93 0.40
C 15.220 17.632 17.886 0.43 -1.89 -0.45
C 15.119 16.470 18.942 0.41 -0.14 -1.32
C 14.380 15.319 18.367 0.86 1.71 0.77
N 13.696 14.538 17.901 -0.76 -1.20 -0.58
H 16.482 16.475 16.485 -0.29 0.18 0.09
H 15.872 17.995 15.870 0.15 0.54 -0.46
H 14.796 16.593 15.931 0.42 0.40 0.55
H 14.300 18.146 17.852 -1.21 0.62 -0.10
H 15.964 18.337 18.181 0.60 0.44 0.61
H 14.565 16.736 19.829 0.02 0.39 0.38
H 16.144 16.162 19.200 -0.25 -0.13 0.09
C 13.738 8.878 17.300 0.81 -0.60 -1.39
C 14.097 10.107 18.105 0.71 -2.00 0.72
N 13.351 10.165 19.331 0.42 1.11 0.01
C 13.721 11.376 20.036 -0.66 0.14 1.84
C 12.738 11.762 21.193 0.39 -0.05 0.48
C 13.531 8.996 20.128 1.51 0.15 1.47
C 15.033 8.594 20.472 -1.59 -0.26 -0.38
H 12.660 8.764 17.169 -0.05 -0.12 0.41
H 14.209 7.945 17.730 -0.70 0.93 -0.50
H 14.109 8.977 16.244 -0.01 -0.08 0.95
H 15.186 10.107 18.285 0.09 -0.08 0.10
H 13.916 11.000 17.635 -0.58 2.03 -1.70
H 14.790 11.347 20.422 -1.01 0.10 -0.31
H 13.617 12.215 19.388 0.31 0.53 -0.97
H 13.012 12.742 21.594 0.38 -0.08 0.05
H 11.689 11.917 20.941 0.01 -0.32 -0.81
H 12.700 11.074 22.047 0.33 0.01 -0.16
H 13.055 8.215 19.586 -0.52 -1.00 0.17
H 13.048 9.260 21.070 -0.28 -0.80 -0.01
H 15.553 9.395 20.943 0.52 0.86 0.04
H 15.549 8.252 19.581 0.25 0.02 0.00
H 15.066 7.809 21.222 -0.28 -0.37 -0.09
C 10.962 14.792 15.246 -0.73 0.54 -0.83
C 10.431 13.486 14.642 0.19 -0.47 0.40
N 11.457 12.463 14.480 -0.04 0.69 -0.71
C 12.095 12.156 15.738 0.47 -1.62 -0.77
C 11.221 11.954 16.932 -2.68 -1.65 0.83
C 10.906 11.310 13.761 -0.26 -0.44 0.13
C 11.932 10.339 13.082 -1.09 0.14 0.93
H 11.339 15.413 14.355 -0.41 -0.48 1.68
H 11.766 14.582 15.964 -0.24 0.40 -0.20
H 10.082 15.277 15.789 1.36 -0.22 -0.82
H 9.583 13.099 15.264 0.30 0.22 -0.51
H 10.126 13.644 13.627 -0.86 0.44 -0.40
H 12.841 12.896 15.952 0.57 0.27 0.14
H 12.586 11.196 15.501 0.34 0.38 0.53
H 11.010 12.785 17.572 0.05 1.20 -0.04
H 11.639 11.252 17.657 0.16 -0.29 -0.26
H 10.150 11.545 16.695 1.94 0.46 0.14
H 10.215 10.802 14.500 0.47 -0.20 -1.01
H 10.304 11.679 12.926 -0.21 0.24 0.33
H 11.427 9.522 12.514 0.24 0.99 0.03
H 12.698 10.880 12.531 -0.27 0.00 -0.32
H 12.426 9.813 13.861 0.79 -0.56 0.75
C 9.216 15.142 20.108 0.79 -1.32 0.12
C 10.513 15.839 19.631 -1.55 0.92 -0.96
N 10.444 17.306 19.695 0.54 0.61 -0.91
C 10.487 17.886 21.025 -0.96 0.18 -0.21
C 9.725 19.249 21.091 1.31 -1.36 0.73
C 11.517 17.885 18.816 -0.55 1.19 1.14
C 11.126 18.067 17.358 0.62 -2.18 1.02
H 8.416 15.299 19.405 -0.46 0.04 -0.09
H 8.892 15.366 21.136 0.19 0.63 -0.43
H 9.411 14.034 20.220 -0.14 0.96 -0.61
H 11.260 15.439 20.267 1.60 -0.35 0.43
H 10.743 15.702 18.532 -0.30 -0.84 1.35
H 10.012 17.191 21.711 -0.10 -0.11 0.12
H 11.520 17.980 21.345 0.46 0.28 0.35
H 8.701 19.095 20.770 0.04 0.28 -0.39
H 9.712 19.553 22.142 0.00 0.21 -0.12
H 10.327 19.958 20.525 -0.58 0.34 -0.20
H 12.409 17.294 18.935 0.62 -0.51 -0.09
H 11.825 18.911 19.179 -0.58 -0.94 0.03
H 11.913 18.626 16.900 0.21 0.57 -0.69
H 10.171 18.509 17.376 -1.07 0.92 -0.48
H 11.050 17.078 16.874 0.01 0.46 -0.06
C 18.565 20.945 20.652 -0.66 0.41 -0.92
C 17.302 21.620 21.235 0.45 -0.07 1.97
N 16.064 21.083 20.736 -1.82 -0.40 -1.42
C 14.878 21.412 21.576 0.63 -0.41 0.20
C 13.511 20.919 21.199 -0.10 -2.11 -0.37
C 15.880 21.366 19.299 -0.43 -0.82 0.40
C 15.760 22.800 18.948 -2.52 0.95 -0.65
H 19.491 21.261 21.094 0.31 0.83 0.39
H 18.650 21.146 19.556 -0.04 -0.41 0.86
H 18.588 19.886 20.862 -0.50 -0.49 -0.30
H 17.288 21.406 22.367 0.12 0.58 -1.52
H 17.317 22.722 21.082 0.36 -0.37 0.29
H 15.132 20.891 22.474 0.04 0.01 1.08
H 14.704 22.440 21.806 0.72 1.31 0.21
H 12.780 20.853 22.017 0.48 0.66 0.11
H 13.029 21.384 20.363 -0.11 0.52 -0.52
H 13.623 19.862 20.955 -0.09 -0.29 -0.44
H 15.068 20.793 18.853 -0.57 -0.01 0.57
H 16.690 20.929 18.801 1.57 -0.61 -0.73
H 15.201 23.042 17.996 0.85 -0.56 0.73
H 16.640 23.362 18.998 1.58 0.68 -0.21
H 15.127 23.233 19.712 -0.36 0.42 0.26
C 15.986 13.768 22.138 -3.00 0.05 0.25
C 15.256 15.086 22.493 1.05 -0.47 -0.01
N 15.667 15.520 23.820 -0.12 0.00 0.45
C 15.235 16.892 24.023 -0.44 -0.33 -1.75
C 13.810 17.233 23.522 1.71 2.39 1.53
C 15.195 14.584 24.845 0.02 -0.78 0.25
C 15.421 14.941 26.325 -1.19 0.62 0.02
H 15.944 13.605 21.057 0.40 -0.10 0.19
H 15.419 12.955 22.639 0.44 0.18 -0.51
H 16.924 13.834 22.603 1.52 -0.13 0.03
H 15.641 15.877 21.850 -0.28 0.04 -0.40
H 14.152 15.016 22.379 0.43 -0.07 -0.02
H 15.343 17.121 25.034 0.07 0.43 1.71
H 15.899 17.584 23.486 0.14 -0.29 0.00
H 13.728 18.284 23.912 -0.72 -0.89 0.02
H 13.851 17.438 22.479 -0.44 -0.60 -1.09
H 13.039 16.587 23.884 -0.60 -0.25 -0.04
H 15.779 13.637 24.731 -0.77 0.55 -0.29
H 14.109 14.386 24.661 0.44 -0.21 0.28
H 16.477 14.995 26.557 0.20 0.28 0.06
H 14.977 14.168 26.978 0.24 0.08 -0.48
H 14.880 15.873 26.629 0.69 -0.55 -0.24
C 17.342 13.553 17.898 -1.42 1.19 -1.56
C 18.672 14.293 17.864 -1.02 -0.64 0.28
N 18.702 15.218 18.974 0.36 0.20 1.49
C 19.661 16.288 18.743 0.70 0.57 -0.99
C 18.976 17.545 18.178 -1.82 -0.87 -0.14
C 18.949 14.504 20.266 -0.67 0.88 0.16
C 18.740 15.495 21.454 2.54 0.48 -1.14
H 17.152 12.646 17.328 0.74 0.04 -0.65
H 16.526 14.263 17.590 0.69 -0.69 0.35
H 17.118 13.220 18.873 -0.25 -0.09 1.38
H 19.447 13.590 18.012 1.32 -1.09 -0.03
H 18.897 14.791 16.930 -0.36 0.26 -0.27
H 20.396 15.940 17.977 -0.04 0.21 0.62
H 20.214 16.587 19.652 -0.26 -0.43 -0.46
H 18.217 17.239 17.365 1.17 0.52 1.22
H 19.660 18.256 17.743 0.36 0.26 -0.06
H 18.414 18.023 19.014 0.22 -0.12 -0.69
H 18.118 13.781 20.398 0.83 0.12 -0.22
H 19.939 13.961 20.302 -0.77 0.53 -0.08
H 18.880 14.954 22.363 -0.50 -0.34 0.78
H 19.560 16.298 21.530 -1.25 -0.99 -0.40
H 17.781 15.968 21.330 -0.36 0.15 0.33
C 14.432 23.590 13.109 2.12 -0.08 -2.35
C 13.400 22.542 13.136 -0.31 -0.58 0.88
N 12.829 22.455 14.476 -0.04 -0.74 -0.13
C 13.706 21.882 15.468 0.41 1.25 1.01
C 13.954 20.377 15.461 -1.21 -0.76 0.84
C 11.599 21.714 14.478 -0.78 0.39 0.80
C 10.398 22.558 14.204 -1.83 0.71 0.40
H 15.370 23.120 13.412 0.17 0.62 0.47
H 14.200 24.496 13.599 -0.30 0.73 1.07
H 14.642 23.912 12.060 -0.19 -0.37 0.48
H 12.593 22.833 12.494 -0.52 -0.26 -0.62
H 13.877 21.581 12.830 -0.62 0.29 -0.19
H 14.588 22.531 15.498 0.56 -0.65 -0.38
H 13.285 22.209 16.432 -0.27 -0.64 0.03
H 14.481 20.076 16.385 -0.14 0.16 -0.38
H 12.975 19.786 15.442 1.15 0.91 0.19
H 14.487 19.972 14.627 0.64 0.16 -0.62
H 11.464 21.261 15.487 0.00 0.13 -0.77
H 11.536 20.943 13.730 0.57 -0.90 -0.30
H 10.446 23.211 13.316 0.37 -0.22 0.31
H 10.110 23.205 15.092 0.25 -0.76 -1.08
H 9.592 21.825 13.967 0.03 0.73 0.41
C 13.811 17.972 12.755 1.60 0.51 0.33
C 12.501 18.328 12.144 -0.06 1.63 -1.14
N 12.467 18.194 10.678 -0.34 1.09 1.54
C 11.255 18.916 10.200 2.46 -0.60 -2.46
C 11.575 20.392 9.862 -1.16 -0.09 1.36
C 12.677 16.846 10.168 -1.30 0.01 0.77
C 11.891 15.719 10.864 1.76 0.16 2.20
H 13.822 18.098 13.836 -0.38 -0.42 0.15
H 14.672 18.638 12.461 -0.99 -0.44 -0.30
H 14.113 16.963 12.497 0.06 -0.29 0.08
H 11.643 17.833 12.552 -0.41 -0.95 0.74
H 12.256 19.390 12.345 0.39 -0.29 -0.02
H 11.088 18.428 9.230 -0.37 0.27 -0.02
H 10.338 18.790 10.720 -0.73 -0.16 1.20
H 12.480 20.394 9.243 -0.25 0.33 0.28
H 10.675 20.733 9.283 0.96 0.25 0.50
H 11.686 21.008 10.837 -0.02 -0.76 -1.76
H 13.728 16.536 10.154 -0.08 0.44 -0.15
H 12.250 16.962 9.193 0.41 -0.55 -1.09
H 12.132 14.822 10.314 -0.38 -0.50 -0.09
H 10.828 15.900 10.964 -0.22 -0.04 -0.20
H 12.326 15.550 11.944 -0.88 0.24 -1.89
C 20.508 21.755 17.373 -0.22 0.29 -2.73
C 19.076 21.987 16.915 -0.18 1.80 -0.38
N 18.923 22.042 15.466 0.80 -0.52 0.47
C 17.793 22.779 15.033 -2.39 1.23 -0.59
C 17.458 24.236 15.520 1.86 -0.38 -0.55
C 18.948 20.737 14.789 0.93 -0.72 1.90
C 19.575 20.849 13.456 0.93 0.63 -1.87
H 20.538 21.890 18.395 0.34 -0.23 2.36
H 21.185 22.508 16.930 -0.42 -0.21 0.04
H 20.860 20.790 17.016 0.16 -0.23 0.45
H 18.348 21.340 17.401 -0.10 -0.62 0.06
H 18.770 23.008 17.227 0.27 -0.50 0.19
H 17.797 22.894 13.952 0.47 -0.29 -0.23
H 16.836 22.239 15.191 0.13 -0.37 0.22
H 16.730 24.265 16.330 0.52 0.14 0.31
H 18.421 24.807 15.658 -1.06 -0.45 0.51
H 17.007 24.729 14.667 -0.34 0.08 -0.12
H 17.932 20.371 14.641 -0.34 -0.30 0.36
H 19.538 19.976 15.453 -1.14 1.29 -1.13
H 19.543 19.895 12.899 -0.20 0.46 0.12
H 20.638 21.140 13.513 -0.35 -0.13 0.17
H 19.089 21.672 12.857 0.34 -1.03 0.41
C 14.657 12.818 10.575 1.33 -1.49 -0.65
C 15.974 13.359 11.184 -0.18 0.08 -0.26
N 15.747 14.561 11.978 0.77 -0.32 -0.51
C 17.036 15.274 12.244 -2.26 0.19 1.95
C 17.301 16.332 11.211 1.86 -0.54 -1.24
C 15.059 14.252 13.205 -1.61 -0.05 1.50
C 15.745 13.234 14.096 -0.11 -0.17 3.00
H 14.177 13.569 9.917 0.17 -0.45 0.60
H 13.974 12.365 11.317 0.18 0.64 -0.30
H 14.992 11.933 9.942 -0.63 1.01 0.43
H 16.581 12.584 11.719 -0.75 0.21 -0.11
H 16.668 13.627 10.393 -0.16 0.25 -0.48
H 17.809 14.553 12.552 0.25 0.33 -0.57
H 16.758 15.823 13.187 0.72 -0.26 -0.60
H 18.165 16.960 11.496 -0.46 -0.11 0.10
H 16.416 16.937 11.099 -0.22 0.24 -0.13
H 17.619 15.918 10.210 -0.62 0.25 0.86
H 14.779 15.228 13.702 0.37 -1.08 -0.24
H 14.096 13.660 13.101 0.60 1.32 -0.86
H 16.681 13.437 14.646 -0.04 0.54 -0.67
H 15.085 12.900 14.978 0.49 0.50 -1.48
H 15.917 12.381 13.487 0.17 -1.01 -0.21